Density functional theory data (the ωB97M-V functional and the def2-TZVPD basis) for C4H8N2O as an isolated structure.

orbital gap	8.785	eV
E_LUMO	0.8	eV
relative energy (zero: lowest compared OMol25 entry of this formula, charge and spin)	682.9	kJ/mol
calculated total energy	-341.7435	Eh

Cartesian coordinates (Å):
C: 0.177 0.165 1.038
C: -0.230 1.260 0.077
C: 0.547 1.065 -1.267
C: -0.244 -1.292 -1.005
H: -0.202 -2.265 1.938
H: 1.493 0.119 1.025
H: -0.221 0.163 2.317
H: -1.426 1.129 -0.011
H: 0.298 2.244 0.258
H: 0.120 1.844 -1.833
H: 1.590 1.014 -1.182
H: -1.127 -2.110 -1.116
N: -0.167 -0.996 0.353
N: 0.145 -0.428 -1.754
O: -0.755 -1.913 1.164

=====

Density functional theory data (the ωB97M-V functional and the def2-TZVPD basis) for one molecule with the formula C4H8N2O.

orbital gap	10.534	eV
E_LUMO	0.7	eV
SMILES	C[C@](O)(C#N)CN
relative energy (zero: lowest compared OMol25 entry of this formula, charge and spin)	145.7	kJ/mol
calculated total energy	-341.9481	Eh

Cartesian coordinates (Å):
C: 0.681 1.229 -0.695
C: 0.474 -0.037 0.142
O: 0.245 0.258 1.525
C: 1.670 -0.911 0.107
N: 2.629 -1.544 0.248
C: -0.784 -0.800 -0.322
N: -1.946 -0.014 0.063
H: 1.536 1.806 -0.332
H: -0.236 1.819 -0.627
H: 0.852 0.991 -1.752
H: 1.087 0.326 1.998
H: -0.748 -1.806 0.120
H: -0.771 -0.914 -1.414
H: -1.891 0.129 1.068
H: -2.799 -0.531 -0.128

=====

Density functional theory data (the ωB97M-V functional and the def2-TZVPD basis) for a 2-piece molecular cluster, C4H8N2O overall.

orbital gap	10.808	eV
E_LUMO	0.8	eV
SMILES	CN1CC1.N=C=O
relative energy (zero: lowest compared OMol25 entry of this formula, charge and spin)	200.3	kJ/mol
calculated total energy	-341.9274	Eh

Cartesian coordinates (Å):
C: 0.926 -1.338 0.313
N: 0.431 -0.086 -0.237
C: 1.402 0.962 -0.492
C: 0.449 1.073 0.640
H: 0.087 -1.890 0.749
H: 1.692 -1.188 1.090
H: 1.354 -1.940 -0.494
H: 2.443 0.745 -0.255
H: 1.243 1.537 -1.400
H: 0.843 0.932 1.646
H: -0.414 1.731 0.570
N: -2.225 -0.289 -1.180
C: -3.067 -0.090 -0.335
O: -3.961 0.085 0.410
H: -1.202 -0.244 -1.026

=====

Density functional theory data (the ωB97M-V functional and the def2-TZVPD basis) for one molecule with the formula C4H8N2O.

orbital gap	9.582	eV
E_LUMO	0.7	eV
SMILES	C=CN(CC)N=O
relative energy (zero: lowest compared OMol25 entry of this formula, charge and spin)	513.9	kJ/mol
calculated total energy	-341.8079	Eh

Cartesian coordinates (Å):
C: -1.988 1.283 0.144
C: -0.824 0.846 -0.414
N: -0.442 -0.484 -0.422
C: 0.966 -0.816 -0.558
C: 1.688 -0.132 0.602
N: -1.086 -1.617 0.011
O: -2.252 -1.622 0.240
H: -1.974 2.445 0.257
H: -2.786 0.574 0.279
H: -0.047 1.469 -0.684
H: 1.384 -0.556 -1.512
H: 1.194 -1.838 -0.483
H: 1.498 0.876 0.679
H: 1.917 -0.566 1.658
H: 2.752 0.138 0.204

=====

Density functional theory data (the ωB97M-V functional and the def2-TZVPD basis) for one molecule with the formula C4H8N2O.

orbital gap (spin up / spin down)	4.932 / 7.223	eV
E_LUMO (spin up / spin down)	0.8 / -1.7	eV
relative energy (zero: lowest compared OMol25 entry of this formula, charge and spin)	357.2	kJ/mol
calculated total energy	-341.6570	Eh
multiplicity	3

Cartesian coordinates (Å):
C: -1.879 1.721 1.427
C: 1.161 0.523 -0.215
C: -0.721 1.474 0.907
C: 0.528 -1.883 -0.453
N: 0.444 1.438 0.556
N: 0.284 -0.522 -1.001
O: -0.992 -0.227 -1.029
H: -2.140 1.346 2.398
H: -2.641 2.219 0.861
H: 1.848 -0.034 0.429
H: 1.737 1.090 -0.953
H: 1.580 -2.155 -0.524
H: 0.193 -1.891 0.582
H: -0.083 -2.584 -1.018
H: 0.681 -0.514 -1.966

=====

Density functional theory data (the ωB97M-V functional and the def2-TZVPD basis) for an isolated ion of composition C4H8N2O2 and charge -1.

orbital gap (spin up / spin down)	3.672 / 8.524	eV
E_LUMO (spin up / spin down)	4.2 / 4.0	eV
relative energy (zero: lowest compared OMol25 entry of this formula, charge and spin)	114.3	kJ/mol
total charge	-1
calculated total energy	-417.1720	Eh
multiplicity	2

Cartesian coordinates (Å):
O: 0.136 -1.493 1.603
C: 0.450 -0.782 0.623
N: 1.685 -0.949 0.006
C: 2.018 -0.295 -1.227
O: 3.150 -0.300 -1.599
C: -0.418 0.424 0.164
C: -1.486 0.726 1.276
N: -0.931 0.205 -1.226
H: 2.351 -1.595 0.444
H: 1.258 0.223 -1.912
H: 0.261 1.395 0.019
H: -1.129 0.987 2.219
H: -2.154 1.503 0.844
H: -2.273 -0.049 1.434
H: -1.170 -0.724 -1.345
H: -1.750 0.724 -1.324

=====

Density functional theory data (the ωB97M-V functional and the def2-TZVPD basis) for one molecule with the formula C4H8N2O2.

orbital gap	9.867	eV
E_LUMO	0.9	eV
SMILES	[H]/N=C(\C)O/C(C)=N/O
relative energy (zero: lowest compared OMol25 entry of this formula, charge and spin)	414.1	kJ/mol
calculated total energy	-417.0982	Eh

Cartesian coordinates (Å):
H: -1.116 3.023 0.583
N: -1.256 2.082 0.230
C: -0.224 1.411 0.085
C: 1.213 1.718 0.358
O: -0.278 0.319 -1.185
C: -0.345 -0.802 -0.525
C: -0.338 -2.104 -1.246
N: -0.413 -0.588 0.749
O: -0.236 -1.697 1.598
H: 1.815 0.812 0.408
H: 1.324 2.239 1.310
H: 1.625 2.341 -0.437
H: -1.321 -2.270 -1.694
H: -0.108 -2.934 -0.580
H: 0.408 -2.081 -2.041
H: -0.748 -1.470 2.387

=====

Density functional theory data (the ωB97M-V functional and the def2-TZVPD basis) for C4H8N2O2 as an isolated structure.

orbital gap	8.436	eV
E_LUMO	0.2	eV
relative energy (zero: lowest compared OMol25 entry of this formula, charge and spin)	765.8	kJ/mol
calculated total energy	-416.9643	Eh

Cartesian coordinates (Å):
C: 0.006 2.724 1.091
C: 0.579 0.604 0.361
C: 0.070 -0.820 -0.203
C: 0.977 -1.965 -0.032
H: -0.297 2.895 2.291
H: -0.711 3.558 0.638
H: 1.071 2.753 0.824
H: 0.102 -2.831 0.054
H: 1.804 -2.215 -1.024
H: 1.719 -1.982 0.619
H: -2.042 -1.506 -2.703
H: -1.142 -2.893 -1.131
N: -1.091 -0.718 -0.954
N: -1.692 -1.715 -1.529
O: -0.556 1.474 0.562
O: 1.704 0.525 0.751